Density functional theory data (wB97M-V/def2-TZVPD) for the molecule C17H27N3O.

XYZ file:
```
48
Properties=species:S:1:pos:R:3:forces:R:3:nbo_charge:R:1
C -4.547 -1.146 1.140 0.1 0.1 -0.2 -0.66
C -3.931 -2.084 0.150 -0.1 -0.2 0.0 0.06
C -4.282 -3.526 0.372 0.1 0.1 -0.1 -0.63
C -3.127 -1.724 -0.845 0.0 0.0 -0.2 -0.23
C -2.702 -0.328 -1.201 -0.2 0.1 0.1 -0.27
N -1.573 0.157 -0.391 0.1 -0.1 0.0 -0.47
C -0.517 -0.846 -0.353 0.2 -0.2 0.3 -0.23
C 0.656 -0.387 0.499 -0.1 -0.2 -0.2 -0.22
N 1.201 0.830 -0.065 0.0 0.1 0.1 -0.44
C 2.410 1.256 0.615 -0.1 0.1 -0.1 -0.23
C 3.541 0.304 0.347 0.2 -0.1 0.1 -0.08
C 4.419 -0.099 1.343 -0.1 0.0 -0.2 -0.16
C 5.452 -0.967 1.024 0.0 0.0 0.0 -0.25
C 5.561 -1.404 -0.287 0.2 -0.1 0.3 0.03
N 4.728 -1.032 -1.244 0.1 -0.2 -0.5 -0.41
C 3.751 -0.201 -0.934 -0.2 0.2 0.2 0.04
C 0.166 1.842 -0.044 -0.1 0.0 -0.3 -0.23
C -1.022 1.412 -0.912 0.1 0.5 0.0 -0.04
C -2.055 2.549 -0.985 -0.1 -0.3 0.3 -0.44
C -2.643 2.949 0.373 0.2 0.4 -0.2 -0.06
O -3.210 1.877 1.076 -0.2 -0.3 0.2 -0.75
H -4.497 -0.111 0.824 0.0 0.1 0.0 0.24
H -5.588 -1.416 1.311 -0.1 0.0 0.1 0.21
H -4.025 -1.228 2.094 0.0 0.0 0.1 0.22
H -4.029 -3.821 1.390 0.0 -0.1 0.1 0.21
H -5.354 -3.675 0.244 -0.1 0.0 0.0 0.21
H -3.756 -4.177 -0.322 0.0 -0.1 0.0 0.21
H -2.731 -2.499 -1.490 0.0 -0.2 0.0 0.20
H -3.540 0.352 -1.045 0.1 0.0 -0.1 0.22
H -2.432 -0.310 -2.271 0.0 0.1 0.1 0.18
H -0.937 -1.760 0.073 0.1 0.0 -0.1 0.22
H -0.145 -1.065 -1.368 0.0 0.0 0.0 0.17
H 1.428 -1.159 0.496 -0.1 0.0 0.0 0.21
H 0.318 -0.231 1.541 0.0 0.0 0.0 0.17
H 2.683 2.242 0.222 -0.1 0.0 0.1 0.21
H 2.258 1.359 1.706 0.0 0.0 -0.1 0.17
H 4.297 0.261 2.356 0.0 0.0 0.1 0.21
H 6.152 -1.297 1.776 0.1 0.0 0.0 0.22
H 6.348 -2.083 -0.589 0.1 -0.1 0.1 0.19
H 3.086 0.077 -1.740 -0.1 0.1 0.0 0.20
H 0.575 2.773 -0.446 0.0 0.0 0.0 0.21
H -0.176 2.026 0.989 0.0 0.1 0.0 0.17
H -0.635 1.247 -1.938 0.0 0.0 0.1 0.18
H -2.864 2.265 -1.658 0.0 0.1 -0.1 0.21
H -1.564 3.424 -1.416 0.0 0.0 -0.1 0.22
H -3.446 3.678 0.221 0.1 0.0 0.0 0.18
H -1.867 3.435 0.983 -0.1 0.0 -0.1 0.15
H -2.597 1.123 0.994 0.0 0.0 0.0 0.49
```
Positions in Å, forces in eV/Å.

Values from the calculation:
LUMO energy: 0.0302 hartree
Orbital gap: 0.3586 hartree
E_tot: -24584.2787 eV
Maximum force: 0.53 eV/A

---

Density functional theory data (wB97M-V/def2-TZVPD) for a cluster of 2 separate species, C5H10O in total.

XYZ file:
```
16
Properties=species:S:1:pos:R:3:forces:R:3:nbo_charge:R:1
O -1.213 -0.715 1.773 -0.4 -0.1 0.8 -0.20
C -1.136 0.165 -0.531 -0.1 -0.2 0.2 -0.37
C -0.228 -1.067 -0.675 0.1 0.0 -0.2 -0.41
C 0.851 -0.850 0.395 -0.2 -0.1 0.2 -0.37
C 1.118 0.657 0.351 0.3 0.1 -0.1 -0.41
C -0.188 1.314 -0.160 0.0 0.2 -0.2 -0.42
H -1.854 -0.005 0.324 0.3 0.1 -0.5 0.24
H -1.762 0.362 -1.410 0.1 0.0 0.1 0.22
H -0.764 -2.013 -0.567 0.1 0.1 0.0 0.22
H 0.245 -1.055 -1.668 -0.1 0.0 0.1 0.20
H 1.745 -1.472 0.268 -0.2 0.1 0.0 0.22
H 0.428 -1.119 1.407 0.3 0.1 -0.5 0.24
H 1.444 1.055 1.315 -0.1 -0.1 -0.1 0.22
H 1.931 0.843 -0.363 -0.1 0.0 0.1 0.20
H -0.631 1.977 0.588 0.0 -0.1 -0.1 0.22
H 0.015 1.925 -1.048 0.0 -0.1 0.2 0.21
```
Positions in Å, forces in eV/Å.

Values from the calculation:
LUMO energy (alpha / beta): -0.0718 / -0.0725 hartree
Orbital gap (alpha / beta): 0.3265 / 0.3256 hartree
E_tot: -7389.1728 eV
Maximum force: 0.95 eV/A

---

Density functional theory data (wB97M-V/def2-TZVPD) for the ion C2H2FO3S with charge -1.

XYZ file:
```
9
Properties=species:S:1:pos:R:3:forces:R:3:nbo_charge:R:1
C 0.620 0.779 -0.714 5.0 -6.2 6.2 -0.57
C 1.388 0.122 0.620 -2.7 3.6 -6.8 0.15
F 2.361 -0.741 0.298 -0.7 -0.3 0.5 -0.35
S 1.667 0.972 2.201 -0.3 0.0 0.7 2.32
O 2.731 1.867 1.777 -0.2 0.5 0.0 -0.99
O 2.226 -0.115 3.025 -1.5 0.9 -0.1 -0.99
O 0.385 1.658 2.567 2.4 -1.8 -0.5 -0.98
H 0.325 1.712 -0.451 -1.4 2.6 0.1 0.20
H 1.048 0.293 -1.590 -0.5 0.6 0.0 0.19
```
Positions in Å, forces in eV/Å.

Values from the calculation:
LUMO energy (alpha / beta): 0.1388 / 0.1434 hartree
Orbital gap (alpha / beta): 0.3078 / 0.3211 hartree
E_tot: -21799.8992 eV
Net charge: -1
Maximum force: 10.10 eV/A

---

Density functional theory data (wB97M-V/def2-TZVPD) for the ion C4H10N2O with charge +1.

XYZ file:
```
17
Properties=species:S:1:pos:R:3:forces:R:3:nbo_charge:R:1
C -0.572 -0.510 -0.600 0.7 1.7 -1.2 -0.30
N 0.276 -0.398 0.564 -2.4 -0.9 -0.4 -0.20
C 0.076 0.593 1.526 0.8 1.4 0.8 0.69
N -0.736 1.631 1.206 -0.8 -0.9 -0.3 -0.78
O 0.720 0.558 2.563 0.2 -0.8 -0.1 -0.34
C 0.172 -1.271 -1.699 0.8 -2.0 0.2 -0.42
C 0.217 -0.551 -3.029 -1.9 1.7 0.3 -0.61
H -0.808 0.480 -0.990 0.4 0.4 0.2 0.25
H -1.583 -0.810 -0.337 -0.2 -1.0 0.4 0.28
H 0.442 -1.343 0.903 1.2 0.1 0.5 0.44
H -1.616 1.334 0.789 0.1 0.5 -0.2 0.40
H -0.893 2.211 2.016 0.1 0.3 0.1 0.44
H 1.196 -1.487 -1.343 -0.2 0.4 -0.1 0.22
H -0.233 -2.280 -1.787 -0.3 0.1 -0.2 0.24
H 0.592 0.465 -2.863 0.8 -0.2 -0.3 0.22
H 0.636 -1.035 -3.902 0.4 -0.3 0.4 0.26
H -0.821 -0.280 -3.301 0.1 -0.5 -0.1 0.21
```
Positions in Å, forces in eV/Å.

Values from the calculation:
LUMO energy (alpha / beta): -0.1236 / -0.3425 hartree
Spin multiplicity: 2
Orbital gap (alpha / beta): 0.4606 / 0.2401 hartree
E_tot: -9328.7412 eV
Net charge: +1
Maximum force: 2.57 eV/A

---

Density functional theory data (wB97M-V/def2-TZVPD) for a structure of composition C46H48AsF6IN4RhS.

XYZ file:
```
108
Properties=species:S:1:pos:R:3:forces:R:3:mulliken_spin:R:1
Rh 1.481 0.695 -0.055 -1.4 1.6 -0.2 -0.01
S 3.198 2.167 1.082 -0.4 -1.0 -0.1 -0.01
C 1.918 3.269 0.792 0.3 0.2 0.2 0.00
C 1.898 4.659 0.983 0.0 -0.1 0.0 0.00
C 0.759 5.345 0.644 -0.3 -0.2 -0.2 0.00
C -0.351 4.645 0.138 0.3 0.2 0.1 0.00
C -0.257 3.283 -0.003 0.0 0.1 0.0 0.00
N 0.865 2.621 0.304 -0.5 -0.3 -0.3 0.01
H 2.777 5.146 1.378 0.0 0.0 0.0 0.00
H 0.712 6.417 0.772 0.0 0.0 0.0 0.00
H -1.265 5.154 -0.127 0.0 0.0 0.0 0.00
H -1.077 2.687 -0.366 0.1 0.0 0.0 0.00
C -2.627 3.043 -2.196 0.0 -0.1 0.0 0.00
C -2.731 1.558 -1.832 0.0 0.0 0.0 -0.03
C -4.204 1.163 -1.674 0.1 0.0 0.0 0.00
C -2.041 0.690 -2.872 -0.2 0.0 -0.1 0.00
C -2.557 0.739 -4.161 0.0 0.0 0.0 0.01
C -2.049 -0.066 -5.160 -0.1 0.0 0.0 0.00
C -1.044 -0.956 -4.847 0.1 -0.1 0.0 0.00
C -0.481 -1.053 -3.573 -0.2 0.0 -0.2 0.00
C 0.620 -2.092 -3.464 0.1 0.1 0.3 0.01
C 1.976 -1.401 -3.540 -0.1 0.0 -0.1 0.01
C 0.538 -3.035 -2.267 -0.1 -0.1 0.0 -0.03
C -0.974 -0.180 -2.581 0.4 0.2 0.8 -0.10
N -0.451 -0.110 -1.228 0.5 -0.5 1.0 0.24
C -1.075 -0.805 -0.272 0.6 0.3 1.1 0.18
C -0.683 -0.718 1.160 0.5 0.3 -1.4 0.26
N 0.389 0.018 1.539 -0.4 -1.2 -0.2 0.27
C 0.640 0.223 2.942 0.0 -0.3 -0.9 -0.10
C -0.193 1.143 3.579 -0.2 0.3 0.3 -0.01
C 0.014 1.412 4.927 0.1 0.0 0.1 0.00
C 1.032 0.795 5.628 -0.1 0.0 -0.1 0.00
C 1.818 -0.144 4.985 0.1 -0.1 -0.1 0.01
C 1.643 -0.478 3.642 0.1 -0.1 0.3 0.01
C 2.542 -1.615 3.137 -0.3 0.3 -0.3 0.00
C 3.728 -1.091 2.329 0.0 0.0 0.1 0.01
C 1.805 -2.720 2.378 0.0 -0.2 0.1 -0.01
C -1.335 1.881 2.888 0.1 0.0 0.0 -0.02
C -1.181 3.395 3.071 0.0 -0.1 0.0 0.00
C -2.699 1.441 3.426 0.0 0.0 -0.1 0.00
C -1.575 -1.622 1.922 0.5 0.5 0.0 0.07
C -1.688 -1.985 3.238 0.0 0.0 0.0 0.03
C -2.652 -2.960 3.593 0.0 0.0 0.0 -0.01
C -3.466 -3.555 2.666 -0.1 -0.1 0.1 0.04
C -3.370 -3.195 1.299 0.2 0.2 0.0 -0.02
C -4.117 -3.738 0.225 -0.1 -0.1 0.1 0.03
C -3.893 -3.313 -1.056 0.0 0.0 -0.1 -0.01
C -2.925 -2.325 -1.367 0.0 0.0 0.1 0.02
C -2.191 -1.783 -0.345 0.4 0.4 -0.3 0.02
C -2.424 -2.225 0.974 -0.4 -0.4 0.1 -0.02
H -3.053 3.664 -1.405 0.0 0.0 0.0 0.00
H -3.175 3.252 -3.115 -0.1 0.0 0.0 0.00
H -1.594 3.352 -2.356 0.0 0.0 0.0 0.00
H -2.260 1.390 -0.863 0.0 -0.1 -0.1 0.06
H -4.772 1.396 -2.575 0.0 0.0 0.0 0.00
H -4.654 1.705 -0.842 0.0 0.0 0.0 0.00
H -4.304 0.096 -1.479 0.0 0.0 0.0 0.00
H -3.378 1.408 -4.379 0.0 0.0 0.0 0.00
H -2.449 -0.021 -6.163 0.0 0.0 -0.1 0.00
H -0.666 -1.619 -5.614 0.0 0.0 -0.1 0.00
H 0.526 -2.711 -4.361 -0.1 0.0 0.0 0.00
H 2.094 -0.764 -2.676 0.0 0.0 0.1 -0.01
H 2.051 -0.797 -4.449 0.0 0.0 0.0 0.00
H 2.778 -2.132 -3.522 0.1 -0.1 -0.1 0.00
H 0.648 -2.520 -1.320 0.0 0.1 0.0 0.03
H 1.354 -3.756 -2.319 0.0 -0.1 -0.1 0.00
H -0.404 -3.586 -2.269 0.0 0.0 0.0 0.00
H -0.626 2.121 5.433 0.0 0.0 0.0 0.00
H 1.204 1.030 6.670 0.0 0.0 0.0 0.00
H 2.591 -0.662 5.539 0.0 0.0 0.0 0.00
H 2.954 -2.070 4.042 -0.1 0.0 0.0 0.00
H 3.394 -0.446 1.528 -0.1 0.0 -0.1 0.00
H 4.273 -1.926 1.882 0.1 0.3 0.3 0.00
H 4.407 -0.516 2.960 0.1 0.0 0.0 0.00
H 1.570 -2.426 1.359 -0.2 0.2 -0.1 0.02
H 0.886 -3.005 2.889 0.0 0.0 0.0 0.00
H 2.448 -3.601 2.305 -0.4 0.2 0.3 0.00
H -1.306 1.658 1.817 0.0 0.0 0.2 0.06
H -1.406 3.683 4.097 0.0 0.0 0.1 0.00
H -1.873 3.929 2.417 0.0 0.0 0.0 0.00
H -0.164 3.722 2.845 0.0 0.0 0.0 0.00
H -2.762 1.625 4.500 0.0 0.0 0.0 0.00
H -2.884 0.382 3.255 0.0 0.0 0.0 0.00
H -3.493 2.010 2.941 -0.1 0.0 0.0 0.00
H -1.063 -1.555 4.009 0.0 0.0 0.0 0.00
H -2.733 -3.248 4.632 0.0 0.0 0.0 0.00
H -4.179 -4.310 2.973 0.0 0.0 0.0 0.00
H -4.858 -4.502 0.422 0.0 0.0 0.0 0.00
H -4.462 -3.747 -1.866 0.0 0.0 0.0 0.00
H -2.778 -2.037 -2.397 0.0 0.0 0.0 0.00
F 2.092 -1.125 -0.449 0.6 -0.6 0.3 0.00
As 4.065 -3.718 -0.256 3.1 -4.1 -0.2 0.00
F 5.647 -2.904 -0.221 -2.0 -0.1 0.2 0.00
F 4.010 -3.425 -1.955 -0.8 0.9 1.1 0.00
F 4.730 -5.268 -0.615 0.0 0.7 0.4 0.00
F 2.504 -4.410 -0.139 0.1 1.5 -0.3 0.00
F 4.250 -3.994 1.477 0.0 0.8 -1.5 0.00
I 4.850 -0.035 -1.039 0.5 0.0 -0.2 0.00
C 3.604 1.121 -2.206 0.4 0.1 -0.4 0.00
C 4.059 1.510 -3.465 0.1 0.0 0.1 0.00
C 3.225 2.224 -4.300 -0.2 0.0 0.1 0.00
C 1.939 2.525 -3.862 0.2 -0.1 0.1 0.00
C 1.566 2.097 -2.607 0.0 0.2 -0.3 0.00
N 2.387 1.424 -1.787 -0.5 -0.2 0.1 0.00
H 5.054 1.226 -3.770 0.0 0.0 0.0 0.00
H 3.561 2.523 -5.284 0.0 0.0 0.0 0.00
H 1.236 3.069 -4.476 0.0 0.0 0.0 0.00
H 0.565 2.271 -2.244 0.0 0.0 0.1 0.00
```
Positions in Å, forces in eV/Å.

Values from the calculation:
LUMO energy (alpha / beta): -0.0983 / -0.0982 hartree
Spin multiplicity: 2
Orbital gap (alpha / beta): 0.1285 / 0.1942 hartree
E_tot: -153532.2437 eV
Maximum force: 5.09 eV/A

---

Density functional theory data (wB97M-V/def2-TZVPD) for a structure of composition C6H11N3.

XYZ file:
```
20
Properties=species:S:1:pos:R:3:forces:R:3:nbo_charge:R:1
C 0.730 -0.613 1.616 1.3 3.1 1.5 -0.48
C 0.467 -2.222 -0.094 3.8 -4.6 -3.2 -0.42
C 0.052 0.095 -0.464 -1.7 1.5 -2.7 0.31
C 0.667 0.518 -1.689 -5.0 2.8 4.2 -0.34
C 0.016 1.871 -1.967 1.5 -1.8 1.8 -0.29
C -0.816 2.122 -0.914 -0.9 -1.2 1.8 -0.07
H 1.986 -0.713 1.336 -3.7 -0.2 1.4 0.23
H 0.241 -1.057 2.663 1.8 0.7 -3.0 0.24
H 0.682 0.813 1.839 -0.1 -4.5 -0.8 0.22
H 0.117 -3.083 0.642 0.9 1.7 -1.9 0.22
H 0.500 -2.698 -1.486 -1.6 1.8 4.1 0.22
H 1.716 -2.269 -0.271 -2.9 0.4 1.5 0.17
H 1.388 0.028 -2.185 2.3 -1.6 -1.7 0.21
H 0.419 2.622 -2.639 -0.3 -0.3 0.0 0.23
H -1.280 2.991 -0.455 -0.1 0.1 -0.9 0.22
H -2.558 0.061 0.854 1.0 1.2 -0.6 0.36
H -1.372 0.606 1.951 -2.3 1.5 -3.4 0.34
N -0.052 -0.987 0.344 2.3 -1.5 2.2 -0.54
N -0.930 0.972 -0.028 0.7 3.7 -3.6 -0.24
N -1.973 0.944 0.946 2.9 -2.8 3.5 -0.60
```
Positions in Å, forces in eV/Å.

Values from the calculation:
LUMO energy: 0.0211 hartree
Orbital gap: 0.3084 hartree
E_tot: -10862.8277 eV
Maximum force: 7.10 eV/A

---

Among the records above, which one has the lowest maximum force?
C17H27N3O